The following is a DFT calculation (wB97M-V/def2-TZVPD) of a 6-piece molecular cluster, C20H55IN5O5 overall in a non-equilibrium geometry.

Its LUMO energy is 0.10067 Ha. The calculation puts the HOMO energy at -4.7 eV. For the orbital gap, the calculation gives 0.27442 Ha. As for the total charge: -1. The calculation puts the molar mass at 572.59 g mol⁻¹. Its energy above the lowest of the compared OMol25 structures with the same formula, charge and spin is 0.338 eV.

Last column: Mulliken charge in e.
CARTESIAN COORDINATES (ANGSTROEM)
I1 -13.77 5.41 5.37  -0.57
C1 -12.98 0.00 8.15  -1.48
C2 -12.53 1.15 7.25  0.59
C3 -11.69 0.60 6.10  -0.86
O1 -10.47 0.05 6.57  -0.30
C4 -10.04 -1.05 5.82  -0.75
N1 -13.72 1.88 6.74  -0.45
H1 -12.14 -0.67 8.34  0.34
H2 -13.76 -0.58 7.64  0.32
H3 -13.35 0.39 9.10  0.32
H4 -11.90 1.84 7.81  0.34
H5 -11.47 1.38 5.35  0.38
H6 -12.27 -0.18 5.56  0.39
H7 -10.77 -1.87 5.89  0.33
H8 -9.10 -1.39 6.28  0.25
H9 -9.84 -0.78 4.78  0.29
H10 -14.09 1.33 5.96  0.27
H11 -13.38 2.70 6.23  -0.11
C5 -16.90 6.15 9.14  -1.06
C6 -17.43 4.76 8.83  0.40
C7 -18.87 4.75 8.34  -0.95
O2 -18.91 5.26 7.01  -0.10
C8 -20.15 5.07 6.40  -0.84
N2 -16.51 4.07 7.89  -0.45
H12 -17.65 6.73 9.70  0.37
H13 -16.73 6.72 8.23  0.13
H14 -15.97 6.11 9.70  0.29
H15 -17.39 4.17 9.75  0.19
H16 -19.50 5.38 8.97  0.39
H17 -19.22 3.71 8.33  0.44
H18 -20.92 5.75 6.80  0.32
H19 -20.53 4.04 6.53  0.33
H20 -20.04 5.27 5.34  0.21
H21 -17.04 3.52 7.22  0.24
H22 -16.05 4.76 7.29  0.08
C9 -11.93 6.65 10.60  -1.35
C10 -12.18 6.43 9.11  0.82
C11 -11.19 7.22 8.29  -0.72
O3 -9.92 6.65 8.38  -0.32
C12 -8.92 7.49 7.85  -0.62
N3 -12.09 5.00 8.75  -0.57
H23 -12.25 5.83 11.24  0.37
H24 -12.43 7.56 10.95  0.33
H25 -10.87 6.84 10.82  0.30
H26 -13.17 6.84 8.87  0.15
H27 -11.18 8.27 8.64  0.40
H28 -11.53 7.25 7.24  0.19
H29 -9.05 7.62 6.77  0.14
H30 -7.96 7.00 8.02  0.23
H31 -8.91 8.46 8.36  0.33
H32 -12.66 4.92 7.90  0.01
H33 -12.69 4.52 9.42  0.27
C13 -18.15 9.29 4.60  -1.44
C14 -16.90 8.45 4.56  0.73
C15 -15.71 9.22 4.03  -0.69
O4 -16.02 9.86 2.82  -0.32
C16 -14.88 10.45 2.26  -0.74
N4 -16.55 7.95 5.88  -0.63
H34 -18.07 10.09 5.34  0.34
H35 -19.02 8.69 4.85  0.35
H36 -18.32 9.78 3.64  0.34
H37 -17.10 7.61 3.86  0.21
H38 -14.85 8.53 3.93  0.34
H39 -15.40 9.95 4.80  0.29
H40 -14.33 11.04 3.01  0.30
H41 -15.22 11.13 1.48  0.26
H42 -14.20 9.70 1.85  0.27
H43 -17.25 7.27 6.17  0.21
H44 -15.67 7.43 5.83  0.02
C17 -10.47 6.07 2.19  -1.41
C18 -9.81 5.83 3.54  0.48
C19 -8.31 6.04 3.47  -0.70
O5 -7.72 5.11 2.59  -0.30
C20 -6.32 5.11 2.69  -0.75
N5 -10.33 6.67 4.61  -0.18
H45 -11.55 5.96 2.29  0.39
H46 -10.09 5.39 1.42  0.33
H47 -10.23 7.08 1.85  0.33
H48 -9.97 4.78 3.83  0.12
H49 -7.87 5.99 4.47  0.39
H50 -8.11 7.08 3.11  0.30
H51 -5.98 4.72 3.65  0.28
H52 -5.90 6.11 2.51  0.31
H53 -5.92 4.45 1.92  0.26
H54 -11.35 6.58 4.62  -0.18
H55 -10.15 7.65 4.37  0.25